# 1
This record from the OMol25 dataset describes C23H33N3O4 in the gas phase. The level of theory is the ωB97M-V functional and the def2-TZVPD basis.

```
63
Properties=species:S:1:pos:R:3:forces:R:3:nbo_charge:R:1
C -2.8997 -3.7302 -2.1183 0.1 0.2 0.2 -0.613
C -2.3212 -2.7868 -1.0788 -0.2 -0.1 0.0 -0.139
N -1.0920 -2.1837 -1.5790 -0.2 -0.2 -0.3 -0.599
C -0.1591 -1.6492 -0.7722 0.1 0.2 -0.5 0.688
O -0.2293 -1.6892 0.4444 0.1 0.0 0.3 -0.660
C 1.0187 -1.0065 -1.5122 0.0 0.0 -0.2 -0.119
N 1.5305 0.1199 -0.7672 0.1 -0.2 0.0 -0.449
C 1.1083 1.3617 -1.1157 0.1 -0.1 -0.1 0.914
O 0.3747 1.5654 -2.0604 -0.2 0.2 -0.2 -0.677
O 1.6309 2.2910 -0.3024 0.0 -0.2 0.1 -0.536
C 1.4344 3.6992 -0.5774 -0.1 0.7 -0.2 0.276
C 2.0283 4.0555 -1.9402 -0.1 -0.3 0.2 -0.645
H 1.4807 3.5482 -2.7297 0.0 0.0 -0.1 0.241
H 3.0729 3.7539 -1.9846 0.1 0.0 0.0 0.210
H 1.9640 5.1282 -2.0990 0.0 0.1 0.0 0.214
C -0.0475 4.0654 -0.5173 0.2 -0.3 -0.1 -0.645
H -0.5946 3.5412 -1.2954 -0.1 0.0 0.0 0.245
H -0.1639 5.1358 -0.6621 0.0 0.1 0.0 0.213
H -0.4628 3.7918 0.4494 -0.1 0.0 0.1 0.210
C 2.2042 4.4010 0.5427 -0.2 -0.4 -0.2 -0.614
H 2.1146 5.4779 0.4364 0.0 0.1 0.0 0.214
H 1.8063 4.1046 1.5096 -0.1 0.0 0.1 0.215
H 3.2550 4.1263 0.5037 0.1 0.0 0.0 0.214
C 2.3282 -0.0938 0.4242 0.2 0.3 0.4 -0.236
C 2.7238 -1.5253 0.6438 0.1 -0.1 0.0 0.061
C 3.1837 -1.9146 1.8952 0.0 0.1 -0.1 -0.209
C 3.5793 -3.2184 2.1272 0.0 0.0 0.1 -0.209
C 3.5092 -4.1532 1.1079 0.0 -0.1 0.0 -0.214
C 3.0423 -3.7754 -0.1370 0.0 0.0 0.0 -0.193
C 2.6567 -2.4647 -0.3794 0.1 0.0 0.0 -0.056
C 2.1369 -2.0327 -1.7183 -0.1 0.1 0.1 -0.412
H 1.7631 -2.8886 -2.2829 0.0 0.0 0.0 0.220
H 2.9379 -1.5634 -2.2977 -0.1 0.0 -0.1 0.226
H 2.9757 -4.5025 -0.9341 0.0 -0.1 -0.1 0.207
H 3.8096 -5.1750 1.2852 0.0 -0.1 0.0 0.213
H 3.9349 -3.5080 3.1047 0.0 0.0 0.1 0.213
H 3.2278 -1.1866 2.6923 0.0 0.1 0.1 0.208
H 1.7746 0.2637 1.3008 0.1 -0.1 -0.1 0.216
H 3.2353 0.5207 0.3410 -0.1 -0.1 0.1 0.216
H 0.6715 -0.6095 -2.4725 0.1 -0.1 0.2 0.252
H -1.0658 -1.9936 -2.5689 0.1 0.1 0.0 0.405
H -2.0659 -3.3192 -0.1560 0.0 0.1 -0.1 0.224
C -3.3054 -1.6369 -0.7491 0.4 -0.5 0.2 0.671
O -4.2416 -1.3489 -1.4641 -0.3 0.1 -0.3 -0.632
N -2.9727 -1.0057 0.3859 0.1 0.2 0.4 -0.632
H -2.1076 -1.2737 0.8427 0.0 -0.2 -0.2 0.426
C -3.5333 0.2651 0.7944 -0.3 0.1 -0.2 -0.049
C -2.4894 1.3772 0.6265 0.0 -0.1 0.0 -0.417
H -1.9051 1.2535 -0.2847 0.0 0.1 -0.1 0.224
H -2.9900 2.3457 0.5908 0.0 0.1 0.0 0.205
C -1.6534 1.2586 1.8970 0.0 0.2 0.0 -0.416
H -1.0495 2.1445 2.0900 0.1 0.0 0.0 0.209
H -0.9820 0.4017 1.8210 0.1 0.0 0.0 0.208
C -2.7024 1.0269 2.9869 0.1 0.0 0.1 -0.408
H -2.2921 0.4839 3.8369 0.0 0.1 0.1 0.210
H -3.0713 1.9872 3.3499 0.0 0.0 0.1 0.199
C -3.8417 0.2502 2.3026 -0.1 0.0 0.0 -0.419
H -3.8927 -0.7793 2.6553 -0.1 0.0 0.0 0.215
H -4.8055 0.7168 2.4999 0.0 0.0 0.0 0.214
H -4.4215 0.4242 0.1793 0.1 0.0 0.1 0.235
H -3.7493 -4.2597 -1.6971 -0.1 0.0 0.0 0.229
H -2.1537 -4.4533 -2.4397 0.1 -0.1 0.0 0.211
H -3.2518 -3.1593 -2.9746 -0.1 0.0 -0.1 0.227
```
Forces are in eV/Å.

The calculation puts the HOMO-LUMO gap at 9.5930 eV. Its SMILES is C[C@@H](NC(=O)[C@@H]1Cc2ccccc2CN1C(=O)OC(C)(C)C)C(=O)NC1CCCC1. Its charge is 0. The energy comes out at -1361.55965 a.u. As for the LUMO energy: 0.63 eV. As for the energy above the lowest of the compared OMol25 structures with the same formula, charge and spin: 20.9 kJ/mol.

# 2
This record from the OMol25 dataset describes C23H33N5O in the gas phase. The level of theory is the ωB97M-V functional and the def2-TZVPD basis.

```
62
Properties=species:S:1:pos:R:3:forces:R:3:nbo_charge:R:1
O -4.8273 -2.1164 -0.4861 -0.4 -0.3 -0.1 -0.665
C -3.9596 -1.2824 -0.3187 0.3 0.1 0.0 0.794
N -4.1736 -0.0085 0.1090 0.2 0.3 0.0 -0.644
H -3.4244 0.6468 -0.0471 0.0 0.0 0.0 0.402
C -5.5049 0.5494 0.3021 -0.2 -0.4 -0.1 -0.029
C -6.2601 -0.2192 1.3877 0.0 0.3 0.1 -0.417
C -7.6310 0.4059 1.6228 0.0 -0.3 -0.1 -0.394
C -8.4399 0.4167 0.3297 0.0 0.3 0.1 -0.397
C -7.6909 1.1801 -0.7577 0.0 -0.3 -0.1 -0.395
C -6.3190 0.5581 -0.9954 0.0 0.3 0.1 -0.419
H -5.7780 1.1156 -1.7647 0.0 0.0 0.0 0.202
H -6.4319 -0.4721 -1.3347 0.0 0.0 0.0 0.228
H -7.5708 2.2234 -0.4528 0.0 0.1 0.0 0.188
H -8.2651 1.1675 -1.6862 0.0 0.1 0.0 0.209
H -8.6026 -0.6109 -0.0003 -0.1 -0.1 0.0 0.199
H -9.4157 0.8756 0.5030 -0.1 -0.1 0.0 0.204
H -7.5092 1.4310 1.9837 0.0 0.1 0.1 0.187
H -8.1634 -0.1579 2.3910 0.0 0.1 0.1 0.209
H -5.6756 -0.2121 2.3103 0.0 0.0 0.0 0.205
H -6.3721 -1.2532 1.0626 0.0 0.0 0.0 0.234
H -5.3549 1.5828 0.6388 0.0 -0.1 0.0 0.191
N -2.6421 -1.6082 -0.5707 0.1 -0.5 -0.2 -0.635
C -1.4661 -0.8821 -0.3515 0.3 0.2 0.0 0.141
C -0.4430 -0.9786 -1.2852 -0.1 0.1 0.2 -0.242
C 0.7289 -0.2760 -1.0465 0.0 0.4 0.7 0.114
N 1.8805 -0.1926 -1.7873 0.4 -0.1 -0.5 -0.479
C 2.6677 0.6021 -1.1203 -0.1 -0.1 -0.1 0.396
N 2.1141 1.0733 0.0366 0.1 0.0 -0.2 -0.383
C 0.8620 0.5151 0.1202 -0.4 -0.4 -0.4 0.142
C -0.1467 0.5918 1.0641 0.1 0.1 0.0 -0.233
C -1.3039 -0.1188 0.8176 0.0 -0.1 0.1 -0.277
H -2.0929 -0.1186 1.5533 0.0 0.0 0.0 0.229
H -0.0348 1.1710 1.9686 0.0 0.0 0.1 0.215
C 2.7801 1.9005 1.0064 0.3 0.2 0.3 -0.230
C 4.0814 2.4488 0.3894 -0.2 0.0 0.1 -0.212
N 4.8264 1.4867 -0.3851 -0.1 0.2 0.0 -0.444
C 4.0406 1.0333 -1.5162 0.2 0.2 -0.1 -0.265
H 3.9545 1.8683 -2.2257 0.0 -0.1 0.0 0.220
H 4.5460 0.2208 -2.0357 -0.1 0.0 0.0 0.234
C 5.5667 0.4671 0.3482 0.2 -0.2 -0.3 -0.033
C 4.8175 -0.8385 0.6551 0.1 0.2 0.4 -0.429
C 5.7079 -1.7748 1.4691 0.0 -0.2 -0.3 -0.393
C 6.9977 -2.0856 0.7175 0.1 0.1 0.3 -0.397
C 7.7437 -0.7957 0.3919 -0.1 -0.2 -0.3 -0.396
C 6.8547 0.1415 -0.4190 0.1 0.1 0.5 -0.403
H 6.6056 -0.3328 -1.3695 0.0 0.0 -0.1 0.193
H 7.3797 1.0725 -0.6375 -0.1 0.0 -0.1 0.216
H 8.6521 -1.0209 -0.1702 0.1 0.0 0.1 0.210
H 8.0398 -0.3031 1.3212 0.1 0.0 0.0 0.192
H 7.6297 -2.7414 1.3196 0.0 -0.1 -0.1 0.208
H 6.7583 -2.6100 -0.2102 0.0 -0.1 -0.1 0.195
H 5.1675 -2.7000 1.6802 0.0 0.0 0.1 0.212
H 5.9512 -1.3049 2.4258 0.0 0.0 0.1 0.191
H 3.9025 -0.6389 1.2156 -0.1 0.0 -0.1 0.205
H 4.5339 -1.3317 -0.2765 -0.1 0.0 -0.1 0.206
H 5.8557 0.9276 1.3009 0.0 0.0 0.0 0.192
H 3.8288 3.2736 -0.2861 0.0 0.0 0.1 0.199
H 4.7188 2.8433 1.1830 -0.1 0.0 0.0 0.211
H 2.9984 1.3088 1.9051 0.0 0.1 -0.1 0.194
H 2.1219 2.7262 1.2980 0.1 -0.1 0.0 0.208
H -0.5502 -1.5836 -2.1711 0.0 -0.1 -0.2 0.224
H -2.5423 -2.4766 -1.0769 -0.2 0.1 0.1 0.410
```
Forces are in eV/Å.

The calculation puts the HOMO-LUMO gap at 8.5678 eV. Its SMILES is O=C(Nc1ccc2c(c1)nc1n2CCN(C2CCCCC2)C1)NC1CCCCC1. Its charge is 0. The energy comes out at -1245.32546 a.u. As for the LUMO energy: 0.59 eV. As for the energy above the lowest of the compared OMol25 structures with the same formula, charge and spin: 0.0 kJ/mol.

# 3
This record from the OMol25 dataset describes a molecular structure, C23H34AsBN7O3Ti. The level of theory is the ωB97M-V functional and the def2-TZVPD basis.

```
70
Properties=species:S:1:pos:R:3:forces:R:3:nbo_charge:R:1
Ti 0.3891 0.4237 -0.4854 0.6 0.1 0.4 1.756
C 3.7250 2.1859 1.8219 0.0 0.0 0.0 -0.334
C 3.1877 1.6535 0.6533 0.0 0.0 0.1 -0.016
N 1.8842 1.4131 0.8090 -0.1 -0.2 -0.3 -0.396
N 1.5672 1.7801 2.0649 0.1 0.0 0.0 -0.310
C 2.6526 2.2503 2.6927 0.0 0.0 0.0 0.028
B 0.1102 1.6811 2.5445 -0.1 0.0 0.0 0.533
N -0.7442 2.4926 1.5470 0.0 0.1 0.0 -0.299
C -1.5322 3.5527 1.7567 0.0 0.0 0.0 0.028
C -2.0482 3.9685 0.5411 0.0 0.0 0.0 -0.322
C -1.5020 3.0865 -0.3844 0.0 0.0 0.1 -0.007
N -0.7117 2.2002 0.2287 0.0 -0.3 -0.1 -0.421
N -0.3395 0.2024 2.4740 0.0 -0.1 0.1 -0.293
C -0.8515 -0.5675 3.4401 0.0 0.0 -0.1 0.033
C -1.1825 -1.7997 2.8995 0.0 0.0 0.0 -0.321
C -0.8370 -1.6902 1.5590 0.0 0.0 0.0 -0.015
N -0.3214 -0.4824 1.3098 0.0 0.1 -0.2 -0.412
H 4.7386 2.4928 2.0071 0.0 0.0 0.0 0.255
H 3.6676 1.4399 -0.2881 0.0 0.0 0.0 0.211
H 2.5874 2.5988 3.7095 0.0 0.0 0.0 0.245
H -0.0115 2.0968 3.6539 0.0 0.0 0.0 -0.005
H -1.6758 3.9375 2.7524 0.0 0.0 0.0 0.245
H -2.7135 4.7924 0.3561 0.0 0.0 0.0 0.254
H -1.6408 3.0447 -1.4533 0.0 0.0 0.0 0.220
H -0.9500 -0.1867 4.4426 0.0 0.0 0.0 0.246
H -1.6157 -2.6418 3.4083 0.0 0.0 0.0 0.254
H -0.9408 -2.4122 0.7637 0.0 0.0 0.0 0.213
C 1.4716 2.9552 -2.0337 0.0 0.0 0.0 -0.248
O 0.8418 1.6716 -2.2447 0.0 0.0 0.2 -0.591
C 1.0565 1.2215 -3.5948 0.0 -0.1 0.0 -0.076
C 0.0499 0.1781 -3.9878 0.0 0.0 0.0 -0.088
O 0.2105 -0.9615 -3.1702 0.0 0.0 0.0 -0.549
C -0.6616 -2.0127 -3.5578 0.0 0.0 0.0 -0.247
H 0.9996 3.6958 -2.6795 0.0 0.0 0.0 0.205
H 2.5353 2.8864 -2.2672 0.0 0.0 0.0 0.195
H 1.3344 3.2250 -0.9930 0.0 0.0 0.0 0.229
H 2.0770 0.8359 -3.6765 0.0 0.0 0.0 0.194
H 0.9518 2.0781 -4.2640 0.0 0.0 0.0 0.216
H 0.2148 -0.0730 -5.0428 0.0 0.0 0.0 0.207
H -0.9675 0.5786 -3.8931 0.0 0.0 0.0 0.180
H -0.4193 -2.3692 -4.5624 0.0 0.0 0.0 0.196
H -1.7056 -1.6876 -3.5410 0.0 0.0 0.0 0.177
H -0.5411 -2.8245 -2.8434 0.0 0.0 0.0 0.193
C 2.6334 -3.0150 -2.5832 0.0 0.0 0.0 -0.980
As 2.9029 -2.1308 -0.9091 0.1 -0.1 0.2 1.992
C 4.6794 -1.4269 -0.8258 0.0 0.0 0.0 -0.986
C 2.6088 -3.3287 0.5511 0.0 0.0 0.0 -0.982
O 1.8201 -0.8491 -0.7469 -0.5 0.2 -0.3 -1.170
H 3.4512 -3.7154 -2.7503 0.0 0.0 0.0 0.270
H 2.6084 -2.2688 -3.3737 0.0 0.0 0.0 0.268
H 1.6903 -3.5564 -2.5619 0.0 0.0 0.0 0.260
H 5.3980 -2.2395 -0.9277 0.0 0.0 0.0 0.272
H 4.8182 -0.9314 0.1334 0.0 0.0 0.0 0.271
H 4.8231 -0.7153 -1.6372 0.0 0.0 0.0 0.261
H 3.3263 -4.1475 0.5093 0.0 0.0 0.0 0.271
H 1.5974 -3.7263 0.4925 0.0 0.0 0.0 0.261
H 2.7318 -2.7771 1.4817 0.0 0.0 0.0 0.272
N -1.6236 0.0398 -1.2487 -0.1 -0.1 -0.2 -0.501
C -2.7144 0.0416 -1.6133 0.2 0.0 0.1 0.491
C -4.0664 0.0770 -2.0529 -0.1 0.0 0.0 -0.173
C -5.0827 0.0998 -1.0928 0.0 0.0 -0.1 -0.154
C -6.3987 0.1384 -1.5148 0.0 0.0 0.0 -0.196
C -6.6932 0.1583 -2.8722 0.0 0.0 0.0 -0.135
C -5.6784 0.1414 -3.8218 0.0 0.0 0.0 -0.198
C -4.3567 0.1016 -3.4201 0.0 0.0 0.0 -0.166
H -4.8367 0.0845 -0.0398 0.0 0.0 0.0 0.236
H -7.1968 0.1536 -0.7860 0.0 0.0 0.0 0.244
H -7.7249 0.1896 -3.1954 0.0 0.0 0.0 0.242
H -5.9222 0.1604 -4.8747 0.0 0.0 0.0 0.242
H -3.5613 0.0928 -4.1529 0.0 0.0 0.0 0.223
```
Forces are in eV/Å.

The calculation puts the HOMO-LUMO gap (spin up / spin down) at 8.6692 / 8.9135 eV. Its charge is +2. Its multiplicity is 2. The energy comes out at -4615.62632 a.u. As for the LUMO energy (spin up / spin down): -5.43 / -5.28 eV. As for the energy above the lowest of the compared OMol25 structures with the same formula, charge and spin: 2.7 kJ/mol.

Question: Which of these has the lowest energy?
Answer: C23H34AsBN7O3Ti

Question: Which formula does entry 2 have?
Answer: C23H33N5O

Question: The highest energy above the lowest of the compared OMol25 structures with the same formula, charge and spin belongs to which entry?
Answer: C23H33N3O4

Question: energy of number 1 (C23H33N3O4)?
Answer: -1361.55965 a.u.